(1)
73
Properties=species:S:1:pos:R:3 method="wB97M-V/def2-TZVPD" max_force_ev_per_a=2.3 total_charge=+1
H -0.012 -3.108 0.383
H 3.915 5.049 -1.179
C 6.288 3.366 0.689
H 1.776 -6.668 -4.172
H 1.445 -1.371 4.614
C -2.402 0.174 -1.056
H 5.875 3.570 1.678
C 0.587 -2.958 -0.510
H 2.850 -5.841 -3.038
H 6.085 -4.134 2.151
H 6.744 2.375 0.709
C 1.319 -3.599 -2.700
C 2.114 -2.491 -2.705
H -0.818 -5.167 -3.513
Be 1.079 -0.671 0.713
C 4.398 1.121 -0.025
H 7.076 4.094 0.490
C 2.355 -1.622 2.729
C 2.766 2.841 0.145
C 4.673 4.906 -0.407
H 3.161 -4.065 -4.798
O 1.275 -1.349 2.186
H 4.140 -3.322 3.390
H -4.181 1.128 -0.312
C 5.075 -1.656 0.079
C 4.408 -2.843 2.460
C 5.202 3.472 -0.391
C 3.608 -1.800 1.968
C -1.137 -0.250 -0.712
I -0.605 1.001 3.329
C 5.818 -2.724 0.548
H 1.231 -6.333 -2.529
H 2.444 3.868 0.094
C -1.360 0.534 1.438
H 6.255 2.163 -1.790
C 5.809 3.157 -1.766
H 5.339 -1.197 -0.862
H -2.762 0.020 -2.062
H 2.177 -2.950 4.380
H 1.995 -4.846 -5.863
N -0.612 -0.095 0.519
H 0.850 2.133 0.738
C 3.406 0.140 0.215
C 0.536 -3.840 -1.537
H 6.656 -3.085 -0.033
O 2.967 -0.612 -1.597
H -3.211 1.469 1.951
H 5.413 0.791 -0.185
H 4.249 5.192 0.557
C -0.191 -4.761 -4.306
H 3.224 -1.558 4.699
C 5.501 -3.313 1.761
N 1.356 -1.831 -0.506
C 3.976 -1.149 0.772
H -0.613 -3.805 -4.622
H -0.235 -5.447 -5.153
C 1.813 -5.938 -3.362
C -3.179 0.787 -0.088
H 5.049 3.206 -2.547
C 1.875 1.874 0.506
H 6.587 3.884 -2.000
H -0.097 -4.711 -1.457
H -0.501 -0.738 -1.436
C 2.312 -1.881 4.201
C 1.267 -4.591 -3.855
C 4.101 2.459 -0.094
H 1.773 -3.156 -5.419
H 5.494 5.589 -0.623
C 2.102 -4.129 -5.049
C 2.172 -1.598 -1.589
C -2.648 0.975 1.174
H 2.752 -2.238 -3.538
N 2.195 0.570 0.631

=====

(2)
22
Properties=species:S:1:pos:R:3 method="wB97M-V/def2-TZVPD" max_force_ev_per_a=3.0
N -2.604 1.044 -0.653
H 2.503 0.300 0.900
C -2.602 -0.256 -0.087
H -0.025 1.230 0.051
H 1.322 -0.542 1.943
O 1.596 1.897 -0.303
H -0.507 0.127 -1.260
H -3.558 1.407 -0.562
C -0.175 0.138 -0.217
H -3.546 -0.483 0.420
H -1.460 0.444 1.624
C 1.007 -0.761 -0.127
H 0.501 -1.751 -0.069
N 1.679 -0.460 -1.469
H -2.455 -1.016 -0.884
C 1.940 -0.617 1.056
H 1.809 0.560 -1.283
H 1.926 2.765 -0.571
C -1.318 -0.265 0.766
H 2.426 -1.085 -1.721
H -1.052 -1.217 1.237
H 2.593 -1.457 1.212

=====

(3)
55
Properties=species:S:1:pos:R:3 method="wB97M-V/def2-TZVPD" smiles="CCCOc1ccc(C(=O)CCCC(=O)c2ccc(OCCC)cc2)cc1" max_force_ev_per_a=0.5
H -2.015 2.175 1.777
C -1.397 2.116 0.895
C 2.790 0.757 1.874
H -3.657 -0.910 -0.941
C -0.029 2.212 1.047
O -3.189 -3.405 0.966
C -1.131 2.008 -1.481
H 5.084 -1.016 0.278
H 3.878 2.379 0.955
H 0.884 2.128 -2.198
C 2.843 2.133 1.207
H -1.578 1.941 -2.462
H -4.195 1.908 1.388
H 4.703 0.930 2.863
C -3.829 -1.290 0.064
H -5.241 1.041 0.255
H 2.914 0.173 -1.579
H 1.650 -3.021 1.230
H 3.131 0.008 1.160
C 0.232 2.105 -1.339
H -2.580 -0.047 1.301
H 6.467 -0.678 -0.762
C -1.001 -1.332 -0.984
H 3.617 -0.259 3.584
C 5.397 -0.528 -0.641
C 1.309 -1.756 -0.456
C 0.342 -1.151 -1.255
C 3.137 -0.892 -1.731
C -1.972 1.965 -0.365
H -0.764 -3.379 1.678
O 2.162 2.177 -0.034
H -1.718 -0.860 -1.637
H 0.375 2.326 2.041
C -3.412 1.717 -0.591
C -1.420 -2.132 0.074
H 0.623 -0.537 -2.094
C 0.809 2.161 -0.065
H 4.992 -0.644 -2.753
H 2.464 2.910 1.883
H 5.205 0.539 -0.556
H 1.760 0.509 2.138
C 0.895 -2.554 0.617
C 4.645 -1.110 -1.830
H 3.337 1.463 3.845
C -2.844 -2.393 0.397
H 4.835 -2.183 -1.894
C -0.442 -2.748 0.863
C -4.208 1.173 0.581
H 2.660 -1.229 -2.660
C -3.645 -0.159 1.086
O 2.645 -1.646 -0.635
C 3.666 0.722 3.119
H -4.842 -1.689 0.119
O -3.924 1.885 -1.678
H -4.147 -0.436 2.016

=====

(4)
80
Properties=species:S:1:pos:R:3 method="wB97M-V/def2-TZVPD" max_force_ev_per_a=0.9
C -3.617 1.298 1.306
C -0.715 1.105 -3.942
C -1.810 2.668 0.603
H -5.431 2.219 1.893
O -6.161 1.822 -4.309
H -0.287 2.090 -4.110
H 3.213 2.756 0.955
C -2.722 1.410 -5.222
C 0.988 -3.657 -0.524
H 1.621 -5.158 0.876
O -1.676 0.327 0.644
C 1.444 1.590 3.616
C 4.487 -1.395 -0.135
H -5.123 -3.427 1.601
H -4.523 4.529 1.468
C -1.359 -2.683 1.218
C 1.750 2.602 4.519
N -2.179 1.184 -3.969
C 5.554 0.755 -0.151
H 6.593 -2.343 -1.131
C -3.550 -2.873 0.252
C 6.781 -1.306 -0.868
N 2.889 4.693 5.112
O -2.050 1.449 -6.231
C 2.837 2.697 1.968
C 0.754 -3.355 -1.859
H -3.905 0.266 1.450
H 0.768 -4.088 -3.871
C 1.383 -5.596 -2.473
H -4.489 1.754 -6.147
H -3.629 -3.555 3.569
C -2.197 -2.601 0.111
In 0.373 0.306 -0.118
C -2.627 3.786 0.838
H 7.506 -1.273 -0.050
C -4.979 1.626 -4.157
C -4.066 -3.216 1.495
H -2.487 1.010 -1.892
H -4.202 -2.809 -0.611
H 3.748 4.533 2.598
H 1.317 2.597 5.512
F -5.026 1.403 -1.780
H -1.802 -2.313 -0.854
C 2.588 3.634 4.154
O 1.807 0.636 1.483
N 5.529 -0.663 -0.489
C -3.912 3.652 1.298
C 2.021 1.598 2.317
N -4.091 1.589 -5.234
S -0.203 2.827 0.028
C -4.422 2.375 1.540
H 6.166 0.941 0.735
O 3.644 5.583 4.761
Te 0.710 -2.264 1.043
C 0.465 0.593 4.056
H 1.958 -6.883 -0.852
H 1.536 -6.352 -3.232
O 2.362 4.640 6.210
C -2.972 1.202 -2.836
H 5.960 1.322 -0.988
C -3.229 -3.290 2.599
C 0.952 -4.326 -2.830
C -0.133 0.534 -2.670
O -0.033 -0.303 3.406
C 3.123 3.693 2.868
H -0.391 0.471 -4.767
C 1.425 -4.926 -0.164
O -0.766 -0.349 -2.029
H -2.196 4.757 0.639
O 0.974 0.992 -2.261
H 0.411 -2.369 -2.147
N 3.578 -2.054 0.145
C -4.287 1.405 -2.898
H -1.222 -3.062 3.328
C -1.872 -3.025 2.463
H 4.541 1.087 0.047
H 0.120 0.753 5.098
H 7.203 -0.795 -1.733
N -2.352 1.449 0.852
C 1.619 -5.895 -1.138

=====

Calculated values (kcal/mol) of ΔE to the lowest compared entry with this formula, charge and spin for the records, taken in order: 21.1; 222.4; 2.8; 28.7.
Calculated values (eV) of HOMO-LUMO gap for the records, taken in order: 7.4001; 3.7662; 9.0384; 8.1909.